<i>
The following is a DFT calculation (ωB97M-V/def2-TZVPD) of a structure of composition C6H12O.

Atoms and positions in Å:
C1 2.01923 -0.18213 1.12965
C2 1.27696 -0.58269 -0.62128
C3 0.21228 0.39381 -1.03030
C4 -1.11020 -0.02467 -1.68865
C5 -1.10681 0.46549 -0.28622
C6 -1.40282 -0.47708 0.85564
O1 -1.64568 1.74677 -0.11407
H1 3.10466 -0.40489 1.30919
H2 1.44772 -0.79763 1.79931
H3 1.89767 0.89022 1.30828
H4 0.90913 -1.60913 -0.58801
H5 2.31032 -0.37168 -0.45396
H6 0.55255 1.36424 -1.38405
H7 -1.31374 -1.07397 -1.89323
H8 -1.52244 0.65023 -2.43471
H9 -2.48262 -0.57873 0.98698
H10 -0.97731 -0.09169 1.78729
H11 -0.98269 -1.46990 0.68717
H12 -1.18619 2.15345 0.63096

HOMO level, eV: -8.281
Orbital gap, eV: 9.2049

---

<ii>
The following is a DFT calculation (ωB97M-V/def2-TZVPD) of a structure of composition C6H12O.

Atoms and positions in Å:
C1 0.23249 -1.56855 -0.74476
C2 -1.28309 0.32855 -1.83827
C3 0.70253 1.17319 0.09533
C4 0.15114 0.49087 2.44609
C5 0.44725 0.14545 1.01316
C6 0.09085 -1.13890 0.55878
O1 1.30924 -1.34220 -1.53642
H1 1.90083 -0.71497 -1.10255
H2 -0.35704 -2.39494 -1.11960
H3 -0.57070 -1.72381 1.18489
H4 -1.51693 1.26541 -2.34209
H5 -2.15803 -0.02626 -1.30227
H6 -0.98161 -0.36422 -2.61600
H7 0.79031 2.17572 0.50005
H8 -0.40814 0.85428 -0.95270
H9 1.43196 1.07148 -0.69885
H10 -0.03715 -0.39885 3.05559
H11 -0.73003 1.13193 2.50433
H12 0.98613 1.03582 2.89529

HOMO level, eV: -7.748
Orbital gap, eV: 8.2357

---

<iii>
The following is a DFT calculation (ωB97M-V/def2-TZVPD) of a cluster of 2 separate species, C6H12O in total.

Atoms and positions in Å:
C1 -1.35795 0.99353 0.86883
C2 -1.00820 -0.19256 0.37468
C3 -1.92565 -1.02783 -0.48768
C4 0.28288 -0.85061 0.76554
O1 1.11067 -1.42300 -0.24289
C5 1.66729 -0.38593 0.56038
C6 2.14684 0.85446 -0.15302
H1 -0.69051 1.57180 1.50401
H2 -2.32963 1.42988 0.64297
H3 -2.65963 -0.40815 -1.01321
H4 -1.36217 -1.60060 -1.23249
H5 -2.47463 -1.74346 0.13580
H6 0.14060 -1.52810 1.61343
H7 2.37777 -0.75402 1.30733
H8 1.50093 1.12215 -0.98831
H9 3.15018 0.66496 -0.55433
H10 2.21700 1.70860 0.52958
H11 -0.23482 0.59265 -2.09107
H12 -0.55099 0.97622 -1.53956

HOMO level, eV: -9.545
Orbital gap, eV: 10.6498

---

What should be chosen as the least stable of them? Choose <i>.

---

<i>
The following is a DFT calculation (ωB97M-V/def2-TZVPD) of the molecule C6H12O.

Atoms and positions in Å:
C1 2.18227 1.44795 -0.18989
C2 1.21490 0.51091 0.52878
C3 -0.66378 -1.74636 0.19046
C4 -1.58448 -2.49022 -0.67365
C5 -1.18322 -0.40106 0.55840
C6 -0.23002 0.70473 0.07702
O1 -0.78596 1.92120 0.54985
H1 1.95610 2.50549 -0.00231
H2 2.14596 1.28423 -1.27435
H3 3.21302 1.27751 0.13538
H4 1.25594 0.66708 1.61448
H5 1.49011 -0.53196 0.34414
H6 -1.20638 -2.06671 -1.63162
H7 -1.39846 -3.56602 -0.73334
H8 -2.65998 -2.25342 -0.63345
H9 -1.17294 -0.36742 1.66080
H10 -2.20616 -0.14897 0.22600
H11 -0.25149 0.69845 -1.02883
H12 -0.25127 2.64459 0.19953

HOMO level, eV: -8.223
Orbital gap, eV: 8.5309

---

<ii>
The following is a DFT calculation (ωB97M-V/def2-TZVPD) of the molecule C6H12O.

Atoms and positions in Å:
C1 -1.73694 0.83742 0.82885
C2 -0.33549 0.25665 0.62241
C3 0.73629 1.24717 1.07674
C4 -0.17385 -0.19876 -0.82927
C5 1.16029 -0.33102 -1.52546
C6 0.40947 -1.55755 -1.14007
O1 0.96341 -2.29043 -0.08731
H1 -2.51034 0.13646 0.49413
H2 -1.92150 1.06233 1.88520
H3 -1.85929 1.76746 0.25968
H4 -0.24706 -0.62663 1.27264
H5 0.55168 1.56804 2.10860
H6 0.74510 2.13734 0.43641
H7 1.73274 0.79581 1.04259
H8 -0.98911 0.11360 -1.48147
H9 1.21904 -0.06388 -2.57679
H10 2.06186 -0.13046 -0.95546
H11 -0.04755 -2.15919 -1.92678
H12 0.24123 -2.56436 0.49536

HOMO level, eV: -9.784
Orbital gap, eV: 10.7521

---

What should be chosen as the least stable of them? Choose <i>.

---

<i>
The following is a DFT calculation (ωB97M-V/def2-TZVPD) of a structure of composition C3H12N4.

Atoms and positions in Å:
C1 2.39387 -0.95595 -0.60290
N1 0.29028 0.31018 0.77769
N2 1.75721 0.33694 -0.52569
N3 0.00788 1.45127 1.53813
H1 0.65314 -0.38706 1.42480
H2 2.34868 0.97438 0.00764
H3 -0.35983 2.17910 0.93914
H4 0.15575 1.36904 2.54185
H5 2.74278 -1.34038 0.36678
H6 3.21878 -0.90033 -1.32736
H7 1.69752 -1.69030 -1.01082
C2 -2.22009 0.51380 -0.67955
C3 -1.11843 -0.43151 -0.26379
N4 -1.35010 -1.68256 0.11191
H8 -2.34388 -1.92013 0.06963
H9 -0.26262 -0.30135 -0.96540
H10 -1.89431 1.54317 -0.50319
H11 -2.53025 0.49199 -1.72483
H12 -3.18636 0.43971 -0.17404

HOMO level (spin up / spin down), eV: -7.183 / -7.185
Orbital gap (spin up / spin down), eV: 7.5834 / 7.5875

---

<ii>
The following is a DFT calculation (ωB97M-V/def2-TZVPD) of a cluster of 3 separate species, C3H12N4 in total.

Atoms and positions in Å:
C1 -0.12629 0.86687 0.53689
C2 -0.80803 -0.53886 -1.27786
C3 0.63845 -2.25098 0.83992
N1 0.10262 0.44694 -0.72158
N2 0.96399 -0.85334 0.97775
N3 0.66246 1.82436 1.06794
N4 -1.17004 2.10916 -0.96826
H1 1.87669 -0.67001 0.56296
H2 -1.03067 0.62335 1.08695
H3 0.59981 1.98842 2.05756
H4 1.56378 1.96595 0.63920
H5 -0.54420 2.91807 -0.97382
H6 -1.30408 1.93769 -1.96628
H7 -1.06015 -0.24068 -2.29489
H8 -0.29496 -1.49592 -1.36176
H9 -1.73219 -0.66122 -0.70265
H10 0.80078 -2.69401 -0.15647
H11 -0.40037 -2.42835 1.13034
H12 1.26243 -2.84744 1.52406

HOMO level (spin up / spin down), eV: -7.257 / -7.740
Orbital gap (spin up / spin down), eV: 7.8215 / 8.6429

---

What should be chosen as the least stable of them? Choose <i>.

---

<i>
The following is a DFT calculation (ωB97M-V/def2-TZVPD) of a cluster of 2 separate species, C2H10N4O in total.

Atoms and positions in Å:
H1 -0.12624 -1.96797 0.33686
N1 -0.78088 -1.31143 -0.11899
C1 -0.21768 -0.15780 -0.28751
N2 -0.97328 0.90773 -0.58383
N3 1.11961 0.09995 -0.07583
C2 2.21775 -0.91125 -0.02934
N4 1.50973 1.35168 0.43376
H2 -0.53633 1.56285 -1.26929
H3 -1.85608 0.55541 -0.84769
H4 2.21875 -1.63615 0.88369
H5 2.26169 -1.48163 -0.92952
H6 3.10964 -0.31664 0.13485
H7 0.83991 1.65638 1.10026
H8 1.58226 2.03895 -0.36243
O1 -3.59578 0.02631 0.22099
H9 -3.37979 -0.91368 0.35555
H10 -3.39329 0.49730 1.03847

HOMO level, eV: -8.593
Orbital gap, eV: 9.3518

---

<ii>
The following is a DFT calculation (ωB97M-V/def2-TZVPD) of a cluster of 2 separate species, C2H10N4O in total.

Atoms and positions in Å:
H1 0.70001 2.16081 0.38574
N1 1.00814 1.76782 -0.50564
N2 -0.00188 1.67008 -1.26743
N3 0.25988 1.24248 -2.50125
H2 -0.54370 1.00553 -3.05878
H3 1.20628 0.94008 -2.71330
N4 1.07095 -1.67579 1.51798
C1 0.21381 -1.23490 0.45018
C2 -1.08442 -0.35250 1.02504
O1 -1.88861 0.22438 0.07466
H4 1.54094 -0.89145 1.96005
H5 0.54796 -2.17238 2.23280
H6 0.82119 -0.71131 -0.28488
H7 -0.21327 -2.10241 -0.05515
H8 -0.65213 0.38320 1.71900
H9 -1.67632 -1.08562 1.58272
H10 -1.30881 0.83198 -0.56174

HOMO level, eV: -8.584
Orbital gap, eV: 9.2437

---

What should be chosen as the least stable of them? Choose <ii>.

---

<i>
The following is a DFT calculation (ωB97M-V/def2-TZVPD) of a structure of composition C17H18Br2N8O3SSeZn.

Atoms and positions in Å:
Zn1 0.66819 -0.30602 -0.19834
N1 -2.10139 6.45931 -3.46340
C1 -1.50578 5.25597 -3.16407
C2 -1.19978 4.92394 -1.83969
C3 -0.54979 3.74049 -1.54708
C4 -0.20198 2.87011 -2.56977
C5 -0.47644 3.19525 -3.89130
C6 -1.12940 4.37270 -4.18482
S1 0.75695 1.43371 -2.17515
O1 1.19529 1.64997 -0.78576
O2 1.77186 1.26843 -3.16735
N2 -0.12910 0.08224 -1.95562
C7 -1.06400 -0.39174 -2.81094
N3 -1.43180 0.33819 -3.87618
C8 -2.29211 -0.21779 -4.71552
C9 -2.80930 -1.48950 -4.53441
C10 -2.44449 -2.11477 -3.35096
N4 -1.60536 -1.58131 -2.47865
H1 -2.57396 6.95089 -2.72677
H2 -2.47839 6.57985 -4.38613
H3 -1.45488 5.61948 -1.04914
H4 -0.26131 3.51112 -0.52896
H5 -0.15874 2.52123 -4.67218
H6 -1.34110 4.63610 -5.21420
H7 -2.58300 0.39630 -5.56272
H8 -3.46265 -1.95269 -5.25762
H9 -2.85093 -3.08409 -3.07766
Br1 -0.41973 -1.07119 4.11328
C11 1.03635 0.01092 3.48692
Br2 0.41132 1.58374 2.55883
H10 1.62989 -0.57048 2.79190
H11 1.60502 0.32945 4.35007
C12 -1.93877 -4.20707 1.01801
N5 -2.17588 -2.77309 0.93215
C13 -3.39881 -2.22305 1.08681
C14 -3.60803 -0.89321 0.95269
C15 -2.47641 -0.07734 0.65944
N6 -1.27085 -0.61399 0.59881
C16 -1.08464 -1.95759 0.66955
O3 0.04076 -2.42209 0.51074
N7 -2.58705 1.23774 0.45661
H12 -2.87998 -4.73794 0.89889
H13 -1.49507 -4.46213 1.98076
H14 -1.24011 -4.49024 0.23538
H15 -4.20753 -2.90433 1.31296
H16 -4.59153 -0.46314 1.05858
H17 -3.47721 1.69648 0.49388
H18 -1.76322 1.76368 0.21340
Se1 5.20516 -0.35104 0.96033
C17 3.51768 -0.49997 0.66208
N8 2.35563 -0.62611 0.54091

HOMO level, eV: -7.213
Orbital gap, eV: 7.1721

---

<ii>
The following is a DFT calculation (ωB97M-V/def2-TZVPD) of a structure of composition C17H18Br2N8O3SSeZn.

Atoms and positions in Å:
Zn1 1.58063 0.77939 0.13758
N1 -6.55468 1.01333 -0.06353
C1 -5.19966 1.28496 -0.09506
C2 -4.47272 1.42132 1.08985
C3 -3.12721 1.73922 1.05382
C4 -2.48983 1.92456 -0.16454
C5 -3.20536 1.81302 -1.35209
C6 -4.54513 1.48779 -1.31540
S1 -0.79077 2.37868 -0.20674
O1 -0.27684 2.16645 1.15747
O2 -0.67211 3.68290 -0.77912
N2 0.04041 1.25036 -0.99987
C7 0.30704 1.24300 -2.34904
N3 -0.52683 1.76857 -3.24137
C8 -0.12958 1.70781 -4.51064
C9 1.05732 1.11914 -4.90260
C10 1.83768 0.58271 -3.88836
N4 1.47824 0.64101 -2.61680
H1 -6.91751 0.59888 0.77747
H2 -6.96535 0.65303 -0.90757
H3 -4.97442 1.29678 2.04215
H4 -2.57520 1.87478 1.97424
H5 -2.69902 1.97574 -2.29478
H6 -5.10339 1.39973 -2.23982
H7 -0.80249 2.14608 -5.23977
H8 1.36004 1.07982 -5.93778
H9 2.78356 0.09509 -4.09672
Br1 3.83903 -2.35462 3.59082
C11 3.94932 -0.48428 3.11033
Br2 2.48872 0.53661 3.83240
H10 3.92079 -0.41397 2.03043
H11 4.87056 -0.08625 3.51216
C12 2.92374 -4.26481 0.37846
N5 1.91333 -3.31685 0.83375
C13 0.87503 -3.68191 1.61620
C14 -0.01958 -2.78651 2.07987
C15 0.17594 -1.41770 1.72354
N6 1.21028 -1.05613 0.96412
C16 2.12047 -1.97831 0.50286
O3 3.08612 -1.64555 -0.15547
N7 -0.66569 -0.48420 2.15188
H12 2.62459 -5.26348 0.68646
H13 3.88773 -4.01131 0.81582
H14 3.01116 -4.21704 -0.70417
H15 0.80574 -4.73538 1.85055
H16 -0.84144 -3.08831 2.70901
H17 -1.45789 -0.75623 2.70478
H18 -0.55093 0.49918 1.90432
Se1 5.90140 2.34350 1.45144
C17 4.29267 1.92120 0.86733
N8 3.22206 1.61820 0.51213

HOMO level, eV: -7.565
Orbital gap, eV: 7.5660

---

What should be chosen as the least stable of them? Choose <i>.